Below is C5H9NO3 in the gas phase, with properties calculated with the ωB97M-V functional and the def2-TZVPD basis.

Atoms and positions in Å:
1 C 0.01 0.53 -2.26
2 C -0.57 0.95 -0.91
3 C 0.63 1.34 0.00
4 O 1.18 2.39 -0.07
5 O 1.10 0.35 0.79
6 C 0.23 -0.68 1.24
7 C 0.78 -2.05 1.06
8 N -0.82 -0.49 1.91
9 O -1.33 0.80 1.98
10 H -0.79 0.24 -2.94
11 H 0.70 -0.30 -2.15
12 H 0.55 1.37 -2.71
13 H -1.18 1.84 -1.02
14 H -1.20 0.15 -0.52
15 H 0.81 -2.30 0.00
16 H 1.80 -2.07 1.44
17 H 0.17 -2.77 1.59
18 H -2.10 0.72 2.56

Computed properties:
- total charge = 0
- frontier orbital gap (eV) = 10.77
- ΔE to the lowest compared entry with this formula, charge and spin (kcal/mol) = 63.01
- SMILES string = CCC(=O)O/C(C)=N\O
- calculated total energy (a.u.) = -476.34376
- spin multiplicity = 1
- HOMO energy (eV) = -10.0054